1.
Molecular formula: C32H37N7O4S2W
Method: DFT, ωB97M-V/def2-TZVPD

Last column: Mulliken charge in e.
CARTESIAN COORDINATES (ANGSTROEM)
1 W 0.149 0.201 0.034  1.930
2 C -1.565 -2.718 -0.935  -0.962
3 C -1.639 -2.521 0.563  -0.657
4 N -0.368 -1.949 1.046  -0.306
5 C 0.708 -2.939 1.272  -1.018
6 C 1.520 -3.327 0.037  -0.728
7 S 1.879 -1.977 -1.151  -0.004
8 C 0.992 -2.537 -2.640  -0.826
9 C -0.350 -1.831 -2.836  -0.832
10 N -1.011 -1.497 -1.558  -0.168
11 H -2.555 -2.953 -1.329  0.441
12 H -0.912 -3.559 -1.162  0.346
13 H -1.874 -3.468 1.055  0.628
14 H -2.432 -1.813 0.801  0.160
15 H -0.565 -1.602 1.979  0.090
16 H 0.289 -3.856 1.695  0.558
17 H 1.381 -2.519 2.015  0.349
18 H 1.050 -4.127 -0.530  0.484
19 H 2.492 -3.688 0.368  0.613
20 H 0.891 -3.618 -2.567  0.558
21 H 1.652 -2.322 -3.478  0.493
22 H -0.995 -2.479 -3.436  0.530
23 H -0.192 -0.914 -3.396  0.273
24 H -1.798 -0.895 -1.786  0.343
25 O 1.718 -0.373 1.036  -0.361
26 C 2.882 0.127 1.150  -0.602
27 C 3.309 1.304 0.503  1.581
28 C 4.642 1.736 0.644  -0.786
29 C 5.045 2.904 0.062  -0.761
30 C 4.156 3.711 -0.661  -0.513
31 C 2.851 3.313 -0.806  -0.675
32 C 2.411 2.107 -0.252  0.081
33 O 1.162 1.732 -0.428  -0.053
34 N 6.446 3.328 0.216  1.039
35 O 7.153 2.646 0.930  -0.595
36 O 6.784 4.326 -0.381  -0.592
37 H 3.582 -0.400 1.797  0.515
38 H 5.355 1.150 1.210  0.657
39 H 4.513 4.633 -1.097  0.612
40 H 2.132 3.908 -1.354  0.566
41 C -1.149 1.651 -2.767  -1.631
42 N -1.190 1.272 -1.324  0.249
43 C -2.107 1.927 -0.647  -0.152
44 C -2.332 1.555 0.680  -0.224
45 C -3.263 1.938 1.638  -1.042
46 C -3.048 1.114 2.747  -1.019
47 C -1.998 0.276 2.430  -0.591
48 N -1.549 0.511 1.165  0.590
49 C 0.161 2.048 -3.429  1.091
50 C 1.289 1.229 -3.436  0.565
51 C 2.445 1.609 -4.098  -1.018
52 C 2.486 2.809 -4.794  -0.664
53 C 1.364 3.618 -4.823  -0.795
54 C 0.216 3.245 -4.135  -0.771
55 H -1.840 2.485 -2.898  0.459
56 H -1.561 0.820 -3.350  0.376
57 H -2.715 2.695 -1.118  0.470
58 H -4.008 2.709 1.521  0.585
59 H -3.599 1.105 3.672  0.513
60 H -1.560 -0.464 3.084  0.512
61 H 1.280 0.290 -2.901  -0.102
62 H 3.313 0.960 -4.076  0.469
63 H 3.387 3.107 -5.314  0.465
64 H 1.376 4.543 -5.384  0.429
65 H -0.647 3.901 -4.147  0.402
66 N -0.148 4.149 3.222  -0.276
67 C 0.907 3.338 3.255  0.396
68 S 0.838 1.751 2.620  -0.266
69 N 2.061 3.725 3.802  0.012
70 C 2.415 4.896 4.529  0.481
71 C 3.375 4.754 5.527  -0.471
72 C 3.785 5.855 6.258  -0.592
73 C 3.236 7.104 6.004  -0.494
74 C 2.305 7.250 4.990  -0.757
75 C 1.897 6.154 4.243  -0.232
76 H -1.024 3.786 2.889  0.109
77 H -0.159 4.993 3.774  0.252
78 H 2.761 3.000 3.811  0.187
79 H 3.796 3.777 5.736  0.372
80 H 4.535 5.736 7.027  0.393
81 H 3.544 7.963 6.584  0.401
82 H 1.894 8.224 4.760  0.388
83 H 1.222 6.310 3.412  0.524

multiplicity: 1
relative energy (zero: lowest compared OMol25 entry of this formula, charge and spin): 2.2131 eV
HOMO (alpha / beta): -0.477 / -0.476 Eh
gap between HOMO and LUMO (alpha / beta): 6.35 / 6.23 eV
charge: +2

***

2.
Molecular formula: C32H38BrCsGeNO6P
Method: DFT, ωB97M-V/def2-TZVPD

Last column: Mulliken charge in e.
CARTESIAN COORDINATES (ANGSTROEM)
1 Cs -1.035 -1.981 1.178  1.240
2 O 4.962 2.826 1.215  -0.535
3 C 3.803 2.139 1.084  0.944
4 C 3.705 0.770 1.304  -0.628
5 C 2.477 0.165 1.132  -0.703
6 N 1.364 0.827 0.779  -0.243
7 C 1.500 2.122 0.578  0.133
8 Br -0.050 3.067 0.015  -0.194
9 C 2.674 2.845 0.702  -0.344
10 H 5.667 2.224 1.474  0.296
11 H 4.571 0.184 1.589  0.313
12 H 2.358 -0.909 1.230  0.502
13 H 2.717 3.906 0.509  0.432
14 C -6.005 -0.370 1.224  -1.139
15 C -5.379 -0.844 -0.070  -0.342
16 O -4.628 0.194 -0.713  -0.361
17 P -3.058 0.360 -0.255  0.503
18 O -2.593 1.375 -1.422  -0.383
19 C -2.431 0.842 -2.758  0.496
20 C -3.422 1.497 -3.689  -1.411
21 O -3.128 1.404 0.968  -0.129
22 C -3.760 2.695 0.855  -0.029
23 C -4.194 3.132 2.230  -1.334
24 H -6.613 -1.166 1.662  0.434
25 H -6.648 0.494 1.045  0.273
26 H -5.245 -0.080 1.952  0.177
27 H -6.144 -1.143 -0.785  0.322
28 H -4.733 -1.712 0.098  0.305
29 H -2.547 -0.248 -2.751  -0.316
30 H -1.404 1.064 -3.051  0.350
31 H -4.445 1.273 -3.382  0.259
32 H -3.277 1.125 -4.705  0.392
33 H -3.284 2.580 -3.691  0.360
34 H -4.605 2.622 0.169  0.247
35 H -3.035 3.385 0.425  0.232
36 H -4.923 2.434 2.647  0.270
37 H -4.658 4.120 2.184  0.398
38 H -3.339 3.185 2.905  0.287
39 O 1.229 -2.487 0.267  -1.042
40 C 0.810 -2.538 -0.918  1.155
41 O -0.369 -2.850 -1.226  -0.986
42 C 1.762 -2.150 -2.047  -0.837
43 C 1.072 -1.939 -3.389  -0.827
44 Ge -0.003 -3.393 -4.149  1.674
45 C 0.273 -5.136 -3.314  0.333
46 C -0.785 -6.027 -3.132  -0.240
47 C -0.581 -7.286 -2.582  -0.782
48 C 0.695 -7.684 -2.206  -0.444
49 C 1.763 -6.818 -2.396  -0.829
50 C 1.550 -5.562 -2.949  -0.097
51 C -1.892 -2.883 -4.159  -0.083
52 C -2.736 -3.176 -3.084  -0.217
53 C -4.070 -2.787 -3.094  -0.779
54 C -4.589 -2.083 -4.174  -0.443
55 C -3.763 -1.775 -5.245  -0.991
56 C -2.431 -2.174 -5.233  -0.251
57 C 0.509 -3.673 -6.021  0.054
58 C 1.802 -3.377 -6.451  -0.669
59 C 2.219 -3.672 -7.744  -0.689
60 C 1.340 -4.270 -8.636  -0.456
61 C 0.049 -4.576 -8.226  -0.685
62 C -0.358 -4.282 -6.931  -0.206
63 H 2.544 -2.914 -2.094  0.283
64 H 2.276 -1.234 -1.738  0.535
65 H 1.792 -1.601 -4.138  0.749
66 H 0.340 -1.133 -3.278  -0.018
67 H -1.791 -5.743 -3.423  0.372
68 H -1.421 -7.960 -2.451  0.409
69 H 0.859 -8.665 -1.776  0.377
70 H 2.766 -7.119 -2.117  0.397
71 H 2.409 -4.916 -3.102  0.298
72 H -2.341 -3.703 -2.223  0.440
73 H -4.709 -3.044 -2.258  0.417
74 H -5.630 -1.781 -4.181  0.409
75 H -4.155 -1.227 -6.094  0.437
76 H -1.810 -1.927 -6.090  0.415
77 H 2.509 -2.908 -5.773  0.203
78 H 3.229 -3.435 -8.055  0.408
79 H 1.659 -4.499 -9.645  0.376
80 H -0.643 -5.047 -8.914  0.396
81 H -1.369 -4.538 -6.629  0.362

multiplicity: 1
HOMO: -0.318 Eh
gap between HOMO and LUMO: 8.62 eV
charge: 0